[1]
The following is a DFT calculation (wB97M-V/def2-TZVPD) of a 2-piece molecular cluster, C2H5O2 overall in a non-equilibrium geometry.

Total charge: +1
Lowest unoccupied orbital energy (Eh): -0.2369
Gap between HOMO and LUMO (eV): 8.63
Calculated total energy (eV): -6239.796
ΔE to the lowest compared entry with this formula, charge and spin (kcal/mol): 23.02
Spin multiplicity: 1
Maximum force (eV Å⁻¹): 2.3

```
9
C2H5O2 wB97M-V/def2-TZVPD
C -1.7130 -0.9549 0.0464
C 1.5695 0.1264 0.1649
O 2.0201 -0.8417 -0.4909
O -0.9436 -0.0287 0.2247
H -2.7685 -1.0110 0.4593
H -1.3420 -1.6858 -0.6776
H 1.0519 -0.0507 1.0683
H 1.4460 1.1479 -0.1167
H 2.0389 -1.7162 -0.0492
```

List of Löwdin charges in e, atom by atom: -0.03, 0.19, 0.23, -0.05, 0.13, 0.09, 0.11, 0.14, 0.20

[2]
The following is a DFT calculation (wB97M-V/def2-TZVPD) of a 2-piece molecular cluster, C2H5O2 overall in a non-equilibrium geometry.

Total charge: +1
Lowest unoccupied orbital energy (alpha / beta) (Eh): -0.2508 / -0.2683
<S²>: 2.005
Gap between HOMO and LUMO (alpha / beta) (eV): 4.55 / 11.32
Calculated total energy (eV): -6236.263
ΔE to the lowest compared entry with this formula, charge and spin (kcal/mol): 0.00
Spin multiplicity: 3
Maximum force (eV Å⁻¹): 6.2

```
9
C2H5O2 wB97M-V/def2-TZVPD
C 1.6130 1.1669 0.3348
C -1.6741 -0.8240 -0.1328
O -0.9021 -1.4106 -0.8653
O 1.0885 0.1451 -0.0211
H 1.6671 2.0482 -0.2980
H 2.1982 1.1906 1.2259
H -1.2267 0.0393 0.3950
H -2.7581 -1.0782 0.0625
H -0.0059 -1.2772 -0.7009
```

List of Löwdin charges in e, atom by atom: -0.15, 0.20, 0.26, 0.05, 0.12, 0.11, 0.14, 0.18, 0.09